This record from OMol25 describes C30H52InN4O13P4SSb as an isolated structure. The level of theory is wB97M-V/def2-TZVPD.

Each line ends with the Mulliken charge.
CARTESIAN COORDINATES (ANGSTROEM)
In: 0.40491 0.70895 0.33041  2.532
S: -5.43470 5.77393 -0.48503  0.187
N: -4.34824 5.64387 0.69474  -0.662
C: -3.59083 4.60252 0.39240  0.668
C: -2.48255 4.11059 1.18420  0.565
C: -2.10368 4.66672 2.40664  -0.589
C: -1.04273 4.11566 3.09216  -1.429
C: -0.37012 3.04110 2.52114  -0.576
N: -0.70700 2.51925 1.35003  0.320
C: -1.76242 3.01792 0.69090  -0.472
C: -2.15036 2.35256 -0.55873  -0.750
N: -1.44352 1.26976 -0.92813  0.713
C: -1.79561 0.61823 -2.02768  -0.423
C: -2.87137 1.00827 -2.82346  -1.361
C: -3.59219 2.12005 -2.46649  -0.832
C: -3.23414 2.81152 -1.30500  0.647
C: -3.95005 3.97520 -0.82209  0.757
N: -4.97734 4.55014 -1.42486  -0.646
H: -2.65332 5.51432 2.79554  0.572
H: -0.72788 4.50609 4.04932  0.528
H: 0.46864 2.58139 3.03332  0.721
H: -1.20137 -0.24723 -2.27825  0.577
H: -3.11501 0.44260 -3.71098  0.597
H: -4.42968 2.47142 -3.05476  0.582
C: -0.72659 -3.48155 5.16778  -1.237
C: -1.32089 -2.10462 4.98343  0.566
C: -1.05115 -1.17548 6.14152  -1.547
O: -0.73357 -1.44429 3.79639  0.231
P: -1.21819 -1.63100 2.32531  -0.940
O: -0.98027 -0.36676 1.55471  0.461
C: -0.36448 -3.00775 1.56866  -0.525
P: 1.42887 -2.86938 1.58418  -0.028
O: 1.88524 -1.45377 1.41940  -0.221
O: 1.81093 -3.56826 2.92724  -0.319
C: 3.11323 -3.50729 3.62637  0.373
C: 3.29905 -2.13030 4.22353  -0.643
C: 4.25185 -3.92102 2.71869  -1.279
O: 1.96695 -3.69115 0.36853  0.384
C: 2.00391 -5.14694 0.15355  0.706
C: 3.23015 -5.40485 -0.69198  -1.423
C: 0.72200 -5.58538 -0.51552  -1.325
O: -2.71148 -2.08299 2.31658  -0.493
C: -3.90110 -1.20010 2.34973  0.347
C: -4.19647 -0.74338 0.93893  -1.283
C: -3.74875 -0.05877 3.33373  -1.055
H: -1.15196 -3.92474 6.06833  0.520
H: 0.35651 -3.42669 5.28491  0.086
H: -0.95963 -4.14404 4.33518  0.324
H: -2.39384 -2.18343 4.80187  0.316
H: 0.02211 -1.08149 6.31442  0.297
H: -1.50975 -1.57633 7.04491  0.443
H: -1.46472 -0.18549 5.95299  0.358
H: -0.66828 -3.00533 0.51791  0.461
H: -0.66122 -3.95046 2.03038  0.742
H: 2.98212 -4.24636 4.41427  0.362
H: 3.46901 -1.39328 3.43757  -0.128
H: 4.16363 -2.14201 4.88702  0.571
H: 2.42331 -1.83272 4.80133  0.057
H: 4.38005 -3.21353 1.89659  0.146
H: 4.09863 -4.91850 2.30995  0.307
H: 5.17749 -3.93368 3.29380  0.569
H: 2.10343 -5.61137 1.13768  0.347
H: 3.12315 -4.91460 -1.66034  0.200
H: 3.35363 -6.47544 -0.85244  0.499
H: 4.12395 -5.01921 -0.20387  0.356
H: 0.57801 -5.03009 -1.44324  0.199
H: -0.15003 -5.44993 0.12486  0.281
H: 0.78776 -6.64610 -0.75804  0.497
H: -4.67620 -1.88349 2.69154  0.419
H: -3.41144 -0.07526 0.57969  0.072
H: -5.14627 -0.20706 0.93076  0.512
H: -4.27748 -1.59367 0.26281  0.363
H: -2.98204 0.64513 3.00790  0.055
H: -3.50909 -0.41044 4.33810  0.280
H: -4.69882 0.47326 3.39164  0.522
C: 3.58997 -0.10402 -3.68295  -1.585
C: 2.13868 -0.01866 -3.22218  1.160
O: 1.26444 -0.48933 -4.25699  -0.693
P: 1.82423 -1.20999 -1.88803  0.496
O: 1.73627 -2.59960 -2.62600  -0.329
O: 3.09043 -1.25061 -0.97279  -0.592
O: 0.56897 -0.96484 -1.07390  -0.866
P: 1.59173 1.69204 -2.72704  0.962
O: 2.77542 2.68106 -3.12526  -0.521
O: 0.33743 1.92641 -3.47736  -0.976
O: 1.59994 1.72221 -1.19786  -1.020
H: 3.84860 -1.12909 -3.95100  0.390
H: 4.27281 0.24046 -2.90714  0.233
H: 3.71962 0.52405 -4.56240  0.425
H: 0.61623 0.22344 -4.41494  0.462
H: 1.37851 -2.49943 -3.52600  0.363
H: 2.83377 -1.39960 -0.02854  -0.108
H: 2.61060 3.14055 -3.95921  0.410
C: 3.12116 1.82396 3.61813  -1.382
Sb: 2.77659 1.69284 1.52151  0.940
C: 4.54370 0.73136 0.88264  -0.888
C: 3.10944 3.69340 0.92485  -1.191
H: 4.19337 1.92865 3.77814  0.471
H: 2.75827 0.93888 4.13678  0.321
H: 2.61867 2.70610 4.01308  0.489
H: 5.39252 1.28582 1.27839  0.635
H: 4.56880 0.72359 -0.20385  0.177
H: 4.56058 -0.28972 1.25701  0.046
H: 4.00216 4.07048 1.42078  0.487
H: 2.25208 4.30784 1.19470  0.346
H: 3.23757 3.70681 -0.15497  0.326

Its charge is +2. The value obtained for the HOMO-LUMO gap is 8.483 eV. The value obtained for the LUMO energy is -0.1937 Ha. The calculation puts the energy above the lowest of the compared OMol25 structures with the same formula, charge and spin at 0.0 kcal/mol. As for the multiplicity: 1. As for the maximum force: 0.007 hartree/bohr. The value obtained for the molecular weight is 1069.30 g mol⁻¹.